# C6H10O

The molecule C6H10O (ωB97M-V/def2-TZVPD, the Open Molecules 2025 dataset).

Values from the calculation:
LUMO level in eV: 0.40
HOMO-LUMO gap in eV: 8.55
Energy relative to the best compared isomer or geometry (same formula, charge and spin) in kcal/mol: 98.3
Electronic energy in eV: -8426.9773
Maximum force in eV Å⁻¹: 0.4
HOMO energy in eV: -8.14

Atoms and positions in Å:
O -0.563 -1.314 -0.746
C -2.152 0.613 -0.641
C -0.736 0.095 -0.570
C 0.175 0.575 0.554
C -0.101 -0.438 -1.775
C 2.124 -0.561 1.655
C 1.495 -0.095 0.415
H -2.698 0.093 -1.435
H 1.990 -1.657 1.573
H -0.341 0.488 1.530
H 0.435 1.645 0.434
H -2.147 1.684 -0.876
H 3.208 -0.420 1.597
H 0.979 -0.343 -1.855
H -2.698 0.471 0.299
H -0.671 -0.510 -2.700
H 1.716 -0.236 2.625

***

# CH2N2O3S

A cluster of 2 separate species, CH2N2O3S in total in a non-equilibrium geometry (ωB97M-V/def2-TZVPD, the Open Molecules 2025 dataset).

Values from the calculation:
LUMO level in eV: 6.91
HOMO-LUMO gap in eV: 6.78
Energy relative to the best compared isomer or geometry (same formula, charge and spin) in kcal/mol: 62.3
Net charge: -2
Electronic energy in eV: -21023.1763
Maximum force in eV Å⁻¹: 3.8
HOMO energy in eV: 0.13

Atoms and positions in Å:
S 0.829 0.628 -0.100
O 1.307 1.980 0.198
O -1.463 -1.327 0.652
O -2.861 0.047 -0.393
N -0.746 0.618 -0.360
N 1.482 -0.384 0.824
C -1.747 -0.372 -0.042
H 1.248 -1.372 0.819
H 1.950 0.181 -1.598

***

# C15H41Mn2NO19S5

A structure of composition C15H41Mn2NO19S5 in a non-equilibrium geometry (ωB97M-V/def2-TZVPD, the Open Molecules 2025 dataset).

Values from the calculation:
LUMO level (alpha / beta) in eV: -7.22 / -8.71
HOMO-LUMO gap (alpha / beta) in eV: 7.58 / 6.09
Energy relative to the best compared isomer or geometry (same formula, charge and spin) in kcal/mol: 68.5
Net charge: +2
Electronic energy in eV: -173410.7522
Spin multiplicity: 11
Maximum force in eV Å⁻¹: 2.5
HOMO energy (alpha / beta) in eV: -14.79 / -14.79

Atoms and positions in Å:
Mn 0.940 -3.041 -0.184
Mn 1.568 -0.769 -2.056
S 2.067 2.646 -1.917
S -3.070 3.051 -3.888
S -0.271 1.952 3.130
S 0.385 -3.102 3.296
S -1.008 -5.713 -1.340
O -4.447 3.199 -3.579
O -1.482 2.695 3.070
O 0.388 -1.806 3.863
O -2.458 -0.756 -1.064
O 2.045 1.187 -2.122
O 1.013 -2.667 -2.133
O 0.077 1.227 4.307
O 0.625 -3.207 1.858
O -2.498 3.788 -4.956
O 0.978 2.844 2.718
O 1.452 -4.023 3.925
O -1.162 -6.946 -0.689
O 3.569 2.990 -1.861
O -0.333 -4.644 -0.601
O 1.399 3.121 -0.768
O -2.429 -5.211 -1.734
O -0.404 -0.251 -1.508
O -2.204 3.349 -2.593
O -0.920 -1.856 -0.073
N -1.297 -0.938 -0.859
C -2.527 2.599 -1.386
C -2.595 -4.006 -2.523
C -2.477 3.569 -0.204
C 5.478 4.329 -1.160
C -0.169 0.826 1.758
C 2.034 4.952 2.459
C 1.554 -4.054 5.422
C 0.984 4.195 3.242
C 1.562 3.377 -3.423
C -0.197 -5.939 -2.890
C -2.792 1.305 -4.138
C 2.634 -3.132 5.890
C -1.127 -3.925 3.644
C -3.987 -3.490 -2.287
C 4.032 3.992 -0.900
H -1.077 -4.988 3.429
H -3.625 0.777 -3.678
H 1.831 4.775 1.402
H 0.811 -6.288 -2.665
H 0.860 0.494 1.662
H -2.838 3.077 0.698
H -0.499 1.412 0.899
H -0.207 -5.010 -3.452
H -4.115 -3.218 -1.233
H 5.808 4.140 -2.177
H -4.750 -4.247 -2.450
H -1.853 -3.257 -2.224
H 0.498 3.145 -3.523
H 2.075 2.891 -4.249
H -4.158 -2.552 -2.811
H 5.758 5.309 -0.780
H -2.471 -4.222 -3.587
H 3.847 3.585 0.094
H -2.843 1.111 -5.207
H -0.879 0.019 1.919
H -3.125 4.423 -0.408
H -1.874 0.954 -3.675
H 2.541 -3.024 6.973
H -1.737 1.872 -1.242
H 2.977 4.433 2.655
H 3.620 -3.485 5.608
H 1.771 -5.107 5.589
H 0.555 -3.890 5.824
H -0.652 -6.751 -3.454
H -1.469 3.960 -0.109
H 6.117 3.687 -0.541
H -1.939 -3.442 3.100
H 1.118 4.193 4.322
H 0.010 4.652 3.048
H -1.364 -3.744 4.692
H 3.429 4.905 -0.888
H 0.252 -2.892 -2.678
H -3.548 2.235 -1.481
H 2.476 -2.110 5.542
H 2.069 6.002 2.720
H 1.668 4.458 -3.408

***

# C3H4O2S2

A structure of composition C3H4O2S2 in a non-equilibrium geometry (ωB97M-V/def2-TZVPD, the Open Molecules 2025 dataset).

Values from the calculation:
LUMO level in eV: -0.62
HOMO-LUMO gap in eV: 8.06
Energy relative to the best compared isomer or geometry (same formula, charge and spin) in kcal/mol: 111.0
Electronic energy in eV: -28936.2390
Maximum force in eV Å⁻¹: 2.7
HOMO energy in eV: -8.69

Atoms and positions in Å:
S -1.575 -0.090 0.698
S 0.863 -1.199 -0.210
O -3.437 0.976 -0.805
O -1.970 -1.207 -0.133
C 2.643 -0.690 -0.185
C 0.252 0.145 0.482
C -2.697 1.327 0.018
H 3.113 -1.355 0.458
H 2.852 -0.432 -1.210
H 2.733 0.240 0.246
H -2.777 2.284 0.641

***

# C3H5NO2

The molecule C3H5NO2 (ωB97M-V/def2-TZVPD, the Open Molecules 2025 dataset).

Values from the calculation:
LUMO level in eV: 0.86
HOMO-LUMO gap in eV: 11.45
Energy relative to the best compared isomer or geometry (same formula, charge and spin) in kcal/mol: 16.3
SMILES: [H]/N=C/OC(C)=O
Electronic energy in eV: -8776.9888
Maximum force in eV Å⁻¹: 0.6
HOMO energy in eV: -10.59

Atoms and positions in Å:
O -0.324 -0.621 0.066
O 1.237 0.935 0.580
N -1.502 -1.556 1.769
C 0.773 0.506 -1.736
C 0.617 0.321 -0.252
C -0.681 -0.683 1.394
H -0.196 0.087 1.991
H 1.325 1.431 -1.907
H 1.329 -0.328 -2.174
H -0.191 0.544 -2.247
H -1.669 -1.418 2.765